(1)
Molecular formula: C39H104O13
Method: DFT, wB97M-V/def2-TZVPD

```
156
Properties=species:S:1:pos:R:3:mulliken_charge:R:1
C -34.32905 -18.23453 -14.99942 -1.16
C -35.41283 -17.48915 -15.71808 0.47
C -36.73342 -17.63184 -14.92647 -1.33
O -35.05147 -16.13014 -15.88639 -0.54
H -34.63028 -19.27799 -14.90692 0.36
H -34.17770 -17.77661 -14.02193 0.27
H -33.38436 -18.26750 -15.54218 0.30
H -35.57524 -17.89976 -16.71463 0.24
H -36.74350 -17.07733 -13.98811 0.38
H -36.93147 -18.66037 -14.62482 0.35
H -37.60928 -17.35755 -15.51447 0.33
H -35.29531 -15.67488 -15.07715 0.33
C -24.38412 -12.58551 -12.62201 -1.34
C -25.09634 -11.90416 -11.43999 0.64
C -24.13246 -11.57357 -10.33003 -1.21
O -25.71888 -10.70880 -11.81324 -0.56
H -23.79792 -13.42460 -12.24734 0.35
H -23.61246 -11.96521 -13.07793 0.34
H -25.07803 -12.99753 -13.35470 0.32
H -25.86209 -12.58205 -11.06288 0.18
H -23.56629 -10.65985 -10.51075 0.33
H -23.35033 -12.33065 -10.27333 0.22
H -24.59820 -11.49553 -9.34765 0.38
H -26.27616 -10.47341 -11.06783 0.33
C -19.23583 -24.36402 -19.77570 -1.14
C -19.66741 -23.61506 -21.07192 0.46
C -21.06194 -22.99739 -20.83114 -1.28
O -18.76926 -22.52598 -21.23047 -0.54
H -19.87888 -25.23558 -19.65330 0.33
H -19.37210 -23.81110 -18.84629 0.27
H -18.20733 -24.72399 -19.80271 0.35
H -19.64273 -24.28010 -21.93519 0.26
H -21.23234 -22.27146 -21.62618 0.33
H -21.09568 -22.44136 -19.89424 0.29
H -21.89619 -23.69415 -20.91267 0.38
H -17.93223 -22.84362 -21.57701 0.31
C -30.88236 -16.47084 -19.20069 -1.29
C -30.04546 -15.28046 -18.77745 0.64
C -30.61428 -13.88237 -19.02676 -1.27
O -29.67390 -15.45933 -17.43931 -0.51
H -30.43637 -17.43918 -18.97374 0.31
H -30.96678 -16.39663 -20.28488 0.37
H -31.88139 -16.53910 -18.77014 0.30
H -29.11201 -15.33000 -19.33808 0.14
H -29.87670 -13.10521 -18.82655 0.30
H -31.49188 -13.69969 -18.40664 0.34
H -30.99982 -13.75219 -20.03797 0.37
H -30.44700 -15.33051 -16.88495 0.31
C -21.22761 -27.52441 -15.52822 -1.24
C -22.46561 -26.82551 -15.00473 0.40
C -22.66764 -25.47643 -15.66993 -1.11
O -23.64578 -27.55936 -15.34152 -0.54
H -21.35118 -27.95135 -16.52349 0.33
H -20.94080 -28.33363 -14.85665 0.34
H -20.32381 -26.91531 -15.51351 0.30
H -22.35446 -26.57315 -13.95018 0.28
H -22.85485 -25.53744 -16.74200 0.29
H -21.77895 -24.86924 -15.49774 0.30
H -23.43873 -24.94755 -15.10977 0.31
H -23.54078 -27.91694 -16.22623 0.34
C -31.72972 -17.99150 -8.84333 -1.32
C -30.99971 -19.34744 -8.94472 0.55
C -29.52352 -19.17911 -8.61408 -1.23
O -31.59694 -20.28981 -8.09895 -0.53
H -31.71971 -17.55980 -7.84251 0.34
H -32.77451 -18.13745 -9.11758 0.37
H -31.36829 -17.26305 -9.56916 0.35
H -31.10923 -19.65136 -9.98575 0.19
H -29.41953 -18.69204 -7.64452 0.32
H -29.14699 -18.48010 -9.36088 0.33
H -28.91919 -20.08135 -8.51999 0.31
H -32.52053 -20.24291 -8.35661 0.32
C -27.72991 -24.37978 -17.73186 -1.22
C -27.43283 -23.37325 -18.88650 0.53
C -27.54470 -24.07697 -20.23499 -1.35
O -28.48370 -22.42935 -18.78253 -0.56
H -27.19790 -25.32326 -17.85400 0.34
H -28.78724 -24.62971 -17.81946 0.35
H -27.56348 -23.90670 -16.76408 0.26
H -26.45487 -22.90491 -18.77535 0.32
H -28.51314 -24.51006 -20.48532 0.34
H -26.77083 -24.83898 -20.32760 0.36
H -27.44791 -23.31759 -21.01093 0.32
H -28.17871 -21.61509 -18.37563 0.30
C -26.32450 -18.08315 -13.88343 -1.38
C -25.92709 -18.60515 -15.25703 0.73
C -24.94680 -19.74982 -15.16012 -1.25
O -27.10993 -18.98607 -15.86315 -0.51
H -26.72455 -18.90757 -13.29317 0.34
H -27.14831 -17.36966 -13.86457 0.36
H -25.45568 -17.73155 -13.32698 0.34
H -25.50606 -17.80059 -15.85994 0.17
H -25.41778 -20.72079 -15.00677 0.32
H -24.23118 -19.60493 -14.35080 0.33
H -24.44839 -19.82878 -16.12627 0.30
H -27.72321 -18.24985 -15.92207 0.25
C -25.88261 -13.01991 -21.41839 -1.29
C -24.65910 -13.16580 -20.50421 0.66
C -25.06919 -13.45750 -19.04540 -1.42
O -23.92527 -14.28223 -20.88514 -0.54
H -26.23781 -14.05024 -21.43708 0.32
H -25.64516 -12.60504 -22.39799 0.30
H -26.69343 -12.39043 -21.05175 0.35
H -24.06296 -12.25583 -20.57252 0.18
H -24.22257 -13.36259 -18.36545 0.42
H -25.50407 -14.44500 -18.89105 0.37
H -25.78077 -12.73320 -18.64899 0.36
H -23.29165 -14.39045 -20.17210 0.29
C -25.74458 -24.07660 -10.59549 -1.30
C -24.32045 -23.62223 -10.29394 0.43
C -24.30521 -22.21283 -9.63196 -1.29
O -23.74889 -24.58306 -9.45156 -0.54
H -25.80495 -25.14937 -10.77882 0.35
H -26.11291 -23.72604 -11.55962 0.35
H -26.41842 -23.71445 -9.81903 0.35
H -23.73271 -23.68048 -11.21006 0.30
H -25.08034 -21.90715 -8.92922 0.35
H -24.31584 -21.47649 -10.43558 0.33
H -23.40577 -22.09356 -9.02792 0.35
H -24.32584 -24.59415 -8.68435 0.33
C -17.78222 -23.01930 -13.77334 -1.24
C -17.48059 -21.87261 -12.74545 0.29
C -18.70613 -20.97383 -12.45488 -0.91
O -17.00756 -22.24044 -11.49036 -0.55
H -17.00326 -23.77970 -13.82918 0.35
H -17.88296 -22.53619 -14.74523 0.36
H -18.71047 -23.54442 -13.54822 0.27
H -16.67077 -21.35587 -13.26051 0.30
H -19.52789 -21.56605 -12.05229 0.27
H -18.95269 -20.69766 -13.48009 0.23
H -18.40140 -20.14255 -11.81909 0.29
H -17.57852 -22.94396 -11.17307 0.34
C -19.21957 -17.29184 -20.18517 -1.15
C -20.15616 -17.28797 -18.89507 0.28
C -19.46335 -18.04660 -17.72386 -1.24
O -20.32355 -15.92653 -18.50610 -0.53
H -19.79143 -16.66118 -20.86586 0.32
H -19.14926 -18.28801 -20.62197 0.34
H -18.22039 -16.88058 -20.04162 0.32
H -21.14442 -17.72028 -19.05170 0.33
H -19.45757 -19.08803 -18.04557 0.31
H -20.07276 -17.96530 -16.82380 0.35
H -18.46861 -17.75983 -17.38274 0.34
H -19.43524 -15.59132 -18.36422 0.34
C -22.35509 -16.34128 -7.80543 -1.22
C -21.00191 -15.53564 -7.74579 0.42
C -20.70570 -15.02557 -6.31091 -1.22
O -19.93378 -16.41898 -8.02490 -0.55
H -23.20836 -15.77462 -7.43269 0.33
H -22.24185 -17.23817 -7.19645 0.37
H -22.53119 -16.71779 -8.81306 0.33
H -20.89658 -14.79128 -8.53505 0.24
H -21.26515 -14.17413 -5.92341 0.37
H -19.70015 -14.64363 -6.13456 0.34
H -20.98983 -15.75631 -5.55367 0.28
H -20.09698 -17.27982 -7.63258 0.33
```

The value obtained for the HOMO energy is -9.84 eV. The total energy comes out at -68742.8171 eV. The value obtained for the lowest unoccupied orbital energy is 0.09 eV. Its energy relative to the best compared isomer or geometry (same formula, charge and spin) is 5.358 eV. Its net charge is 0. As for the frontier orbital gap: 9.9 eV. Its multiplicity is 1.

***

(2)
Molecular formula: C4H11N3
Method: DFT, wB97M-V/def2-TZVPD

```
18
Properties=species:S:1:pos:R:3:nbo_charge:R:1
C 0.96613 0.29335 0.30487 -0.13
C -1.04058 -1.18785 -0.62575 -0.70
C 1.85098 -0.92269 0.46552 -0.63
C -0.47592 0.07243 -0.04019 0.27
N -2.45795 1.25094 0.27504 -0.67
N 1.57944 1.26784 -0.61592 -0.84
N -1.14446 1.00712 0.61539 -0.29
H 0.48987 1.01343 1.23762 0.25
H -3.08676 0.71464 0.86807 0.35
H -2.68352 1.04866 -0.69828 0.33
H 0.89428 1.99258 -0.83340 0.36
H 2.34130 1.74952 -0.14417 0.36
H -0.84494 -2.03077 0.04184 0.24
H -2.11779 -1.13812 -0.79962 0.22
H -0.53636 -1.41479 -1.56961 0.24
H 2.07273 -1.39304 -0.50017 0.22
H 1.38252 -1.67638 1.10510 0.21
H 2.81101 -0.64687 0.91365 0.22
```

The value obtained for the HOMO energy is -8.57 eV. The total energy comes out at -8793.9970 eV. The value obtained for the lowest unoccupied orbital energy is 0.82 eV. Its energy relative to the best compared isomer or geometry (same formula, charge and spin) is 3.622 eV. As for the structure (SMILES): C/C(=N\N)[C@@H](C)N. Its net charge is 0. As for the frontier orbital gap: 9.4 eV. Its multiplicity is 1.

***

(3)
Molecular formula: H15O8
Method: DFT, wB97M-V/def2-TZVPD

```
23
Properties=species:S:1:pos:R:3:nbo_charge:R:1
O -0.11832 -0.06958 -0.12929 -1.24
H 0.75082 -0.07895 -0.18271 0.43
O -0.38440 -2.67905 -0.70164 -0.98
H -1.23456 -2.84454 -0.33471 0.45
H -0.31982 -1.73012 -0.61948 0.49
O 1.78020 1.56591 1.10288 -0.98
H 1.15659 0.86016 0.88054 0.48
H 1.40553 1.92644 1.93712 0.48
O 0.68086 -1.95549 2.00240 -0.98
H 0.47118 -2.84142 2.00069 0.46
H 0.34079 -1.47403 1.25349 0.50
O 3.38654 0.20281 -0.99336 -0.90
H 3.67739 1.10509 -1.25908 0.45
H 2.72852 0.52762 -0.57040 0.45
O -0.21515 1.84942 -2.12417 -1.01
H -0.19105 1.08190 -1.43003 0.51
H -1.12748 1.84578 -2.56887 0.46
O -2.56001 -0.62798 -1.04902 -1.00
H -3.13068 -0.19242 -0.36943 0.45
H -1.61463 -0.39249 -0.71541 0.51
O -1.77968 1.73015 1.22017 -0.98
H -2.38063 1.32819 1.82335 0.44
H -1.32199 0.86262 0.82697 0.51
```

The value obtained for the HOMO energy is -6.71 eV. The total energy comes out at -16624.2295 eV. The value obtained for the lowest unoccupied orbital energy is 3.46 eV. Its energy relative to the best compared isomer or geometry (same formula, charge and spin) is 2.897 eV. Its net charge is -1. As for the frontier orbital gap: 10.2 eV. Its multiplicity is 1.

***

(4)
Molecular formula: C38H33Cl2N3OPZr
Method: DFT, wB97M-V/def2-TZVPD

```
79
Properties=species:S:1:pos:R:3:mulliken_charge:R:1
Zr 0.81374 -1.07920 -1.16880 -0.85
C 2.82768 3.02413 -0.31978 -2.21
C 2.39209 1.59884 -0.37754 0.87
N 1.51897 1.13467 -1.19807 1.28
N 0.86928 1.99063 -2.04680 -1.25
C -0.15040 1.36695 -2.58502 0.32
O -0.38556 0.10368 -2.38625 -0.68
C -1.10715 2.12938 -3.40494 0.52
C -2.31548 1.53900 -3.76102 -0.39
C -3.25499 2.26669 -4.47475 -0.85
C -2.98631 3.57797 -4.83848 -0.44
C -1.77560 4.16677 -4.48985 -0.74
C -0.83823 3.44815 -3.77037 -0.23
C 2.88027 0.61321 0.60280 0.60
C 3.77202 0.95084 1.60946 -1.13
C 4.14262 -0.00728 2.53819 -0.80
C 3.60877 -1.28017 2.44212 -1.01
C 2.72335 -1.54862 1.41559 -0.17
N 2.36574 -0.63276 0.51105 0.87
H 2.38627 3.57712 -1.14207 0.38
H 3.91496 3.09498 -0.37711 0.58
H 2.51643 3.47872 0.62411 0.37
H -2.51394 0.51793 -3.46518 0.50
H -4.19687 1.80964 -4.74770 0.44
H -3.71891 4.14408 -5.39884 0.43
H -1.56610 5.18742 -4.78115 0.43
H 0.10360 3.89568 -3.48486 0.46
H 4.16424 1.95536 1.66608 0.53
H 4.83689 0.24144 3.32947 0.46
H 3.85765 -2.05958 3.14661 0.51
H 2.27249 -2.53034 1.31882 0.43
C 1.83090 -1.52398 -3.42016 -0.36
C 0.94227 -2.58730 -3.15665 -0.42
C 1.46592 -3.33648 -2.07434 -0.69
C 2.66276 -2.72223 -1.66116 -0.85
C 2.88564 -1.59211 -2.48699 -0.29
H 1.70478 -0.76735 -4.17881 0.52
H 0.02343 -2.79016 -3.68492 0.50
H 1.03887 -4.22958 -1.64845 0.66
H 3.31051 -3.06446 -0.86964 0.66
H 3.72620 -0.91741 -2.42853 0.49
C 0.75182 0.86349 5.08854 -0.65
C 0.32347 1.92362 4.30147 -0.86
C -0.16975 1.69273 3.02578 -0.48
C -0.23424 0.39407 2.52264 0.55
C 0.19384 -0.66879 3.32000 -0.47
C 0.67908 -0.43197 4.59758 -0.66
P -0.75619 0.04113 0.81970 2.77
C -1.95856 1.29392 0.30611 0.78
C -1.51348 2.58611 0.02241 -0.12
C -2.39224 3.54170 -0.46285 -0.98
C -3.72138 3.21146 -0.68400 -0.68
C -4.16875 1.92564 -0.41720 -0.90
C -3.29353 0.96827 0.07380 -0.77
C -1.51874 -1.58400 0.77474 -0.80
C -2.56156 -2.07324 1.56179 -0.09
C -3.06713 -3.32928 1.28667 -0.89
C -2.53676 -4.07038 0.22910 -0.90
C -1.48044 -3.58030 -0.52078 -0.54
C -0.91610 -2.31940 -0.26330 1.50
H 1.12453 1.04630 6.08778 0.42
H 0.35823 2.93432 4.68684 0.46
H -0.52782 2.52721 2.43757 0.42
H 0.12770 -1.68747 2.95276 0.28
H 0.98955 -1.26754 5.21174 0.43
H -0.46862 2.84429 0.14844 0.27
H -2.03421 4.53778 -0.68747 0.41
H -4.40511 3.95332 -1.07498 0.44
H -5.20299 1.66282 -0.59667 0.45
H -3.64832 -0.03665 0.26106 0.35
H -2.97277 -1.47617 2.36830 0.55
H -3.87790 -3.73382 1.87839 0.47
H -2.95079 -5.04548 0.00403 0.43
H -1.09995 -4.19911 -1.32604 0.32
Cl 2.10090 -4.02691 4.29528 -0.12
C 1.22835 -5.26624 3.37614 -0.57
Cl 0.45573 -4.59557 1.93265 0.03
H 0.45679 -5.67606 4.01596 0.36
H 1.93854 -6.02408 3.06991 0.35
```

The value obtained for the HOMO energy is -10.87 eV. The total energy comes out at -82071.8926 eV. The value obtained for the lowest unoccupied orbital energy is -3.40 eV. Its energy relative to the best compared isomer or geometry (same formula, charge and spin) is 0.000 eV. Its net charge is +1. As for the frontier orbital gap: 7.5 eV. Its multiplicity is 1.